{
  "formula": "CH4N2O2",
  "method": "ωB97M-V/def2-TZVPD",
  "elements": ["H", "N", "N", "C", "O", "O", "H", "H", "H"],
  "positions_angstrom": [[0.926, 2.290, -0.506], [0.372, 1.577, -0.204], [0.608, 0.568, -0.841], [-0.418, -0.462, -0.256], [-0.874, -0.121, 1.033], [-0.004, -1.800, -0.272], [-1.342, -0.325, -0.757], [-0.201, -0.003, 1.706], [0.932, -1.725, 0.096]],
  "forces_ev_per_angstrom": [[2.4, 2.7, -1.4], [-1.6, -1.1, 1.3], [-1.3, -1.8, 0.9], [-0.1, -0.2, 1.7], [-0.2, 0.0, -0.3], [2.4, 1.5, 0.1], [-0.5, -0.3, -1.4], [0.5, 0.0, -0.1], [-1.5, -0.7, -0.7]],
  "de_lowest_kcal_mol": 47.2,
  "total_energy_ev": -8174.64077,
  "smiles": "[H]/N=N/C(O)O",
  "total_charge": 0,
  "multiplicity": 1
}

---

{
  "formula": "C8H9NS",
  "method": "ωB97M-V/def2-TZVPD",
  "elements": ["C", "C", "S", "N", "C", "C", "C", "C", "C", "C", "H", "H", "H", "H", "H", "H", "H", "H", "H"],
  "positions_angstrom": [[3.278, -0.164, 0.328], [1.988, 0.593, -0.089], [1.012, -0.750, -0.947], [0.424, -1.707, 0.235], [-0.818, -1.030, 0.137], [-2.027, -1.119, 0.854], [-2.964, -0.110, 0.572], [-2.659, 0.892, -0.403], [-1.497, 0.895, -1.164], [-0.612, -0.051, -0.772], [3.064, -0.867, 1.173], [3.718, -0.731, -0.534], [3.997, 0.495, 0.718], [2.343, 1.410, -0.913], [1.331, 0.934, 0.718], [-1.999, -1.885, 1.599], [-3.919, -0.041, 1.003], [-3.491, 1.642, -0.657], [-1.169, 1.594, -1.857]],
  "forces_ev_per_angstrom": [[-1.2, -1.3, 0.3], [1.5, -0.1, -2.3], [0.7, 1.5, -0.5], [-0.7, -0.4, 0.4], [-0.4, -1.2, 2.3], [0.7, 0.7, -0.7], [2.1, 0.1, -1.5], [-2.5, 0.7, -0.4], [-0.2, -0.4, 1.6], [0.8, 0.0, -1.5], [0.0, 0.3, -0.9], [-0.4, 0.5, 0.8], [1.0, 1.0, 0.3], [-1.4, -1.7, 2.0], [0.4, 0.2, -0.2], [-0.9, -0.3, 0.5], [-0.9, -0.1, 0.8], [1.4, -1.2, 0.5], [-0.2, 1.5, -1.3]],
  "de_lowest_kcal_mol": 45.0,
  "total_energy_ev": -20763.70771,
  "smiles": "CC[S@]12=N[C@@]13C=CC=CC=23",
  "total_charge": 0,
  "multiplicity": 1
}

---

no.,HOMO (eV)
1,-9.695
2,-7.533